Below is a molecular structure, C7H7AsBF2O3PtS5, with properties calculated with wB97M-V/def2-TZVPD.

Geometry as ORCA input:
```
! wB97M-V def2-TZVPD RIJCOSX def2/J DEFGRID3
* xyz -1 5
Pt -0.06404 0.19966 -0.24931
S 4.03356 2.11053 1.67443
As 1.97229 2.17803 1.23516
S 0.59014 0.75044 2.06971
S 1.50537 1.77011 -0.89476
S 1.86874 4.20241 1.85846
C -8.26112 -1.06291 0.74527
C -6.92473 -0.56822 0.25950
C -6.76409 -0.09845 -1.04125
C -5.54098 0.37929 -1.48139
C -4.45593 0.38566 -0.61659
C -4.59246 -0.08230 0.68020
C -5.82411 -0.55406 1.10996
S -2.90982 1.00027 -1.23346
O -2.02653 0.99320 -0.01088
O -3.16628 2.33117 -1.71434
O -2.41974 0.04338 -2.20453
H -8.95735 -1.19399 -0.08279
H -8.70635 -0.35481 1.44754
H -8.16334 -2.01878 1.26195
H -7.61112 -0.10494 -1.71785
H -5.42114 0.75168 -2.49049
H -3.73696 -0.06739 1.34082
H -5.93097 -0.91721 2.12606
F 1.78787 -1.93703 -1.33819
B 0.73290 -1.70267 -0.55640
F 0.25085 -2.79067 0.05158
*
```

For the HOMO-LUMO gap (alpha / beta), the calculation gives 0.2784 / 0.2256 hartree. The calculation puts the LUMO energy (alpha / beta) at 2.51 / 0.26 eV. The calculation puts the relative energy (zero: lowest compared OMol25 entry of this formula, charge and spin) at 3.3 kcal per mole. As for the highest occupied orbital energy (alpha / beta): -0.1860 / -0.2161 Eh.